DFT (wB97M-V/def2-TZVPD) results for C5H5F3N2 as an isolated structure in a non-equilibrium geometry.

Each line ends with the Mulliken charge.
Element x y z (Å)
1 C 2.482475 0.182111 0.622847  -0.238
2 C 1.264311 0.496947 1.170042  -0.385
3 C 1.057310 -0.407849 -0.805129  0.036
4 C -1.931072 -0.492828 -0.734569  -0.694
5 C -1.063820 0.305875 0.278148  1.032
6 N 2.315123 -0.357123 -0.619045  -0.591
7 N 0.317843 0.070404 0.220340  0.076
8 F -1.707493 -1.859876 -0.695991  -0.265
9 F -1.519886 0.266171 1.470533  -0.226
10 F -1.431765 1.855146 -0.243279  -0.434
11 H 3.470403 0.452741 1.146013  0.292
12 H 0.852037 0.548834 2.151079  0.344
13 H 0.506845 -0.629848 -1.677023  0.360
14 H -2.922894 -0.258893 -0.455768  0.345
15 H -1.689411 -0.171812 -1.828192  0.346

Atoms 1-2, force components in eV/Å:
0.70 1.40 2.28
-0.47 -1.24 -0.24

The molar mass is 150.103 Da. The value obtained for the orbital gap is 10.227 eV. For the total energy, the calculation gives -16397.168 eV. Its total charge is 0. The value obtained for the energy relative to the best compared isomer or geometry (same formula, charge and spin) is 13.6 kcal per mole. For the LUMO energy, the calculation gives 0.538 eV.

=====

DFT (wB97M-V/def2-TZVPD) results for C58H41Cl2N4OS2Sn as an isolated structure in a non-equilibrium geometry.

Each line ends with the Mulliken charge.
Element x y z (Å)
1 Sn 0.152174 0.309283 -0.446162  0.987
2 C 2.695090 5.911675 -5.315733  -0.443
3 C 1.388157 5.609220 -4.969950  -1.068
4 C 1.127546 4.629663 -4.029380  0.159
5 C 2.173447 3.923897 -3.439516  -0.237
6 C 3.483693 4.219310 -3.803765  0.023
7 C 3.739605 5.217476 -4.728118  -0.867
8 C 1.866507 2.868082 -2.454825  1.034
9 C 1.359879 3.288593 -1.216851  0.154
10 C 1.147487 4.659145 -0.846200  -1.255
11 C 0.626349 4.652812 0.406499  -1.442
12 C 0.562878 3.281376 0.822310  0.326
13 C 0.176019 2.812166 2.086616  1.514
14 C -0.482498 3.719427 3.034794  -0.459
15 C -1.745927 3.341411 3.498915  -0.038
16 C -2.428694 4.137816 4.396672  -0.877
17 C -1.854662 5.310379 4.861229  -0.476
18 C -0.600270 5.689842 4.411419  -0.865
19 C 0.084309 4.904263 3.501009  -0.369
20 C 0.379546 1.497884 2.548895  0.838
21 N 0.802182 0.448226 1.809079  -0.144
22 C 0.990583 -0.594323 2.658505  0.202
23 C 1.372044 -1.891175 2.296948  1.172
24 C 1.562222 -2.865201 3.387797  -0.061
25 C 0.491935 -3.255107 4.190448  0.077
26 C 0.688765 -4.151182 5.224955  -0.953
27 C 1.955153 -4.655513 5.474137  -0.529
28 C 3.022032 -4.277906 4.676346  -0.851
29 C 2.827225 -3.397103 3.629128  -0.206
30 C 1.576411 -2.345560 0.985738  0.557
31 C 1.893847 -3.696566 0.619434  -1.577
32 C 1.990713 -3.724955 -0.734893  -1.418
33 C 1.749124 -2.386104 -1.189601  0.316
34 N 1.494667 -1.581092 -0.129609  0.105
35 C 1.907919 -1.968227 -2.520804  0.986
36 C 2.018946 -0.632164 -2.937584  0.522
37 C 2.412932 -0.194872 -4.245079  -1.476
38 C 2.452090 1.162094 -4.203515  -1.328
39 C 2.047721 1.545117 -2.880460  0.342
40 N 1.797099 0.440638 -2.141466  -0.080
41 C 2.025982 -3.042705 -3.520793  -0.661
42 C 0.894588 -3.812360 -3.789877  0.189
43 C 0.941656 -4.811342 -4.742692  -1.133
44 C 2.130620 -5.088603 -5.396343  -0.468
45 C 3.271366 -4.359471 -5.096713  -0.924
46 C 3.220777 -3.326770 -4.176456  -0.013
47 C 0.731967 -0.167626 4.005509  -1.218
48 C 0.318719 1.122173 3.934387  -1.785
49 N 1.008249 2.483996 -0.183466  0.014
50 H 2.898097 6.687512 -6.038578  0.410
51 H 0.566272 6.139147 -5.428707  0.440
52 H 0.111690 4.387175 -3.754659  0.667
53 H 4.300581 3.685132 -3.343115  0.505
54 H 4.760374 5.452788 -4.988897  0.425
55 H 1.369468 5.512782 -1.455648  0.595
56 H 0.338203 5.503540 0.989492  0.694
57 H -2.190062 2.431739 3.122024  0.570
58 H -3.404083 3.831163 4.742884  0.453
59 H -2.377046 5.918314 5.583444  0.404
60 H -0.146949 6.595850 4.784962  0.396
61 H 1.081124 5.182391 3.191259  0.633
62 H -0.494597 -2.868599 3.978561  0.458
63 H -0.146125 -4.458445 5.836947  0.465
64 H 2.108741 -5.347994 6.286172  0.404
65 H 4.009414 -4.671455 4.865625  0.412
66 H 3.655502 -3.093873 3.006355  0.515
67 H 2.018782 -4.509423 1.307088  0.646
68 H 2.235203 -4.554560 -1.367518  0.589
69 H 2.657952 -0.833342 -5.071046  0.627
70 H 2.708353 1.835907 -4.998924  0.585
71 H -0.022989 -3.599017 -3.261983  0.834
72 H 0.051191 -5.379318 -4.965871  0.430
73 H 2.169404 -5.877269 -6.130975  0.426
74 H 4.203853 -4.601865 -5.582801  0.419
75 H 4.109100 -2.765365 -3.923837  0.543
76 H 0.863794 -0.766203 4.886959  0.750
77 H 0.037744 1.764613 4.747525  0.550
78 Cl -1.151570 1.865798 -2.726032  -0.032
79 C -1.303991 0.879101 -4.123611  0.574
80 C -1.278857 1.498619 -5.360750  -0.718
81 C -1.507884 0.753814 -6.505616  -0.729
82 C -1.754937 -0.605719 -6.414905  -0.663
83 C -1.722466 -1.229891 -5.181290  0.201
84 Cl -2.015279 -2.918318 -5.094136  -0.174
85 C -1.483553 -0.506994 -3.995262  0.266
86 S -1.438207 -1.324445 -2.478119  -0.108
87 H -1.107922 2.562147 -5.415133  0.403
88 H -1.510793 1.238965 -7.467428  0.425
89 H -1.981887 -1.185395 -7.297245  0.466
90 C -6.398042 -1.909971 5.961755  -1.438
91 C -5.313902 -1.631543 4.971282  1.071
92 C -5.591835 -1.487143 3.616578  -1.084
93 C -4.574856 -1.260531 2.706387  -0.617
94 C -3.265320 -1.194968 3.144412  -0.429
95 C -2.972520 -1.299849 4.495878  0.013
96 C -3.993791 -1.516184 5.401078  -0.963
97 S -1.855850 -1.070828 2.016470  1.645
98 C -2.310522 -2.510933 0.990843  -0.956
99 O -2.083841 0.106162 1.139460  -0.808
100 H -7.350002 -2.079787 5.467327  0.366
101 H -6.511278 -1.077691 6.655846  0.326
102 H -6.143449 -2.791243 6.546874  0.352
103 H -6.611952 -1.563494 3.267164  0.334
104 H -4.802895 -1.136499 1.659074  0.425
105 H -1.950834 -1.216105 4.834955  0.346
106 H -3.772622 -1.605145 6.454575  0.450
107 H -3.304252 -2.365629 0.585308  0.495
108 H -2.269048 -3.390458 1.624062  0.449
109 H -1.587005 -2.587209 0.182544  -0.031

Atoms 1-2, force components in eV/Å:
1.57 -0.33 -0.12
0.00 0.02 -0.02

The molar mass is 1063.744 Da. The value obtained for the orbital gap (spin up / spin down) is 5.038 / 4.775 eV. For the total energy, the calculation gives -121360.750 eV. Its total charge is +1. For the LUMO energy (spin up / spin down), the calculation gives -4.533 / -5.082 eV.